Entry from the OMol25 dataset: the molecule C27H33N7O3 at a distorted geometry (wB97M-V/def2-TZVPD).

```
70
Properties=species:S:1:pos:R:3:forces:R:3:lowdin_charge:R:1
C -2.74655 -1.16547 -2.40203 -0.1 -0.3 0.4 -0.031
C -3.59838 -2.06417 -1.49992 -0.2 0.2 -0.2 -0.447
C -4.96453 -2.32086 -2.12939 0.4 0.0 0.3 -0.035
O -2.99614 -3.33192 -1.29966 -0.3 -0.1 -0.2 -0.124
C -1.95532 -3.40006 -0.34955 0.1 0.0 0.1 -0.190
C -2.45319 -3.38886 1.11192 0.1 0.2 -0.2 -0.116
C -1.86480 -2.26079 1.96246 -0.1 -0.6 0.2 -0.119
N -2.31796 -0.95162 1.51833 -0.3 -0.1 0.2 0.061
C -3.58579 -0.52897 1.86079 0.1 -0.1 0.1 -0.383
O -4.29731 -1.20085 2.57907 -0.1 0.0 0.0 0.095
C -4.00113 0.75948 1.27525 -0.1 0.4 -0.2 -0.053
C -5.29497 1.20837 1.53496 0.1 0.0 0.0 0.004
C -5.75413 2.38381 0.98137 0.0 0.0 0.0 -0.064
C -4.92222 3.11879 0.14778 0.1 -0.1 0.0 -0.058
C -3.63606 2.69350 -0.12340 0.1 0.0 0.0 0.006
C -3.15915 1.51707 0.44777 -0.8 0.2 0.2 -0.109
N -1.88236 1.02193 0.23224 0.6 -0.8 0.2 0.154
C -0.75790 1.44364 -0.45390 0.0 0.0 -0.2 -0.262
C -0.56172 2.74125 -1.15013 0.1 0.2 0.0 -0.118
C 0.92832 2.89664 -1.46339 -0.2 0.0 0.2 -0.089
C 1.67015 2.86087 -0.12881 0.3 0.2 -0.3 -0.471
O 1.16816 3.36913 0.86082 -0.4 0.1 0.2 0.048
N 2.88874 2.28180 -0.08199 0.3 0.1 0.1 -0.047
C 3.57143 1.57577 -1.14398 0.0 -0.4 -0.3 -0.114
C 3.44440 0.06260 -0.91023 0.0 0.1 -0.5 -0.133
N 4.00696 -0.26893 0.38243 -0.3 -0.2 -0.1 -0.075
C 5.32687 -0.61852 0.45407 0.4 -0.3 0.0 -0.292
C 5.99776 -0.83686 1.67223 0.0 0.1 0.1 -0.014
C 7.30767 -1.25893 1.64352 0.0 0.0 -0.2 -0.084
C 7.94094 -1.46248 0.42202 0.1 0.0 0.0 -0.092
C 7.20093 -1.22800 -0.72072 0.3 -0.1 0.1 -0.154
N 5.94648 -0.81694 -0.71546 -0.3 0.2 0.0 0.106
C 3.31765 0.43603 1.43779 0.1 0.4 0.2 -0.119
C 3.44071 1.95351 1.21909 -0.1 -0.1 0.5 -0.101
N 0.17267 0.54535 -0.35007 0.0 0.8 -0.5 0.087
N -0.27254 -0.48559 0.39704 -0.4 -0.8 0.7 0.102
C -1.49349 -0.19697 0.74776 0.5 0.6 -0.5 -0.290
H -2.64206 -1.62611 -3.38098 0.0 0.0 -0.1 0.087
H -3.22369 -0.19421 -2.51466 0.0 0.1 0.0 0.079
H -1.75077 -1.02118 -1.98887 0.1 0.1 0.0 0.058
H -3.74941 -1.56378 -0.53047 0.0 -0.1 -0.1 0.122
H -5.48096 -1.38118 -2.30636 -0.1 0.1 -0.1 0.079
H -5.56576 -2.93966 -1.46921 -0.1 -0.1 0.0 0.080
H -4.83663 -2.84586 -3.07175 0.0 0.0 -0.1 0.083
H -1.22383 -2.59815 -0.50248 0.0 -0.1 -0.1 0.097
H -1.46090 -4.34896 -0.56863 0.1 0.1 0.1 0.126
H -3.54170 -3.30531 1.11492 0.0 -0.1 0.0 0.116
H -2.20028 -4.33191 1.59572 0.0 0.0 0.0 0.114
H -2.19888 -2.38081 2.99624 0.2 0.1 -0.1 0.129
H -0.77572 -2.26186 1.91148 -0.1 0.0 0.1 0.121
H -5.91570 0.60160 2.17640 0.0 0.0 0.0 0.123
H -6.75537 2.72776 1.18806 -0.1 0.0 0.0 0.107
H -5.27864 4.03460 -0.29886 0.0 0.1 0.0 0.110
H -3.01145 3.27416 -0.77875 0.1 0.1 -0.1 0.096
H -0.86302 3.55077 -0.48065 0.0 0.0 -0.1 0.118
H -1.15357 2.78243 -2.06897 0.0 0.1 0.0 0.124
H 1.23444 2.08616 -2.11716 0.1 0.1 -0.1 0.099
H 1.10945 3.85598 -1.95144 0.0 0.0 0.0 0.130
H 4.63198 1.85007 -1.10110 -0.1 0.0 -0.1 0.130
H 3.18910 1.85940 -2.12077 0.0 0.0 0.0 0.113
H 2.38644 -0.21305 -0.90208 0.1 0.0 -0.1 0.103
H 3.98685 -0.48999 -1.67513 -0.2 0.1 0.0 0.110
H 5.50442 -0.69128 2.61933 0.0 0.0 0.1 0.094
H 7.83840 -1.43172 2.56938 0.0 0.0 0.1 0.104
H 8.96616 -1.79087 0.36747 0.1 0.0 0.0 0.092
H 7.62927 -1.36745 -1.70594 0.1 0.0 0.0 0.103
H 2.26048 0.15757 1.38652 0.1 0.0 0.1 0.113
H 3.70501 0.16406 2.41707 -0.1 0.0 0.0 0.108
H 4.49365 2.25292 1.25099 0.0 0.0 0.0 0.132
H 2.87854 2.50312 1.97458 0.1 -0.1 -0.1 0.121
```
Forces are in eV/Å.

Values from the calculation:
Kohn-Sham gap = 7.661 eV
highest occupied orbital energy = -7.60 eV
maximum force = 1.1 eV/A

=====

Entry from the OMol25 dataset: the molecule C27H33NO5 (wB97M-V/def2-TZVPD).

```
66
Properties=species:S:1:pos:R:3:forces:R:3:lowdin_charge:R:1
C -6.41532 -2.04953 -2.56036 -0.1 -0.2 0.1 -0.093
O -5.99763 -0.73705 -2.84293 0.1 0.3 0.0 -0.086
C -5.37758 -0.02579 -1.85876 0.0 0.1 0.0 -0.278
C -5.12446 -0.49081 -0.57432 -0.2 -0.3 -0.2 -0.016
C -4.48335 0.32641 0.34202 0.0 0.2 0.0 -0.038
C -4.07921 1.61133 0.01163 0.0 0.0 0.2 -0.221
C -3.32157 2.47070 0.99464 0.0 0.0 0.0 -0.153
N -1.86551 2.37749 0.90236 0.0 0.0 0.1 -0.201
C -1.34415 2.83700 -0.36919 0.0 0.0 0.0 -0.076
C -1.31114 1.09022 1.30191 0.3 -0.1 0.4 -0.123
C -0.32094 1.28539 2.46437 0.2 -0.2 -0.6 -0.333
O -0.96928 1.88984 3.55911 -0.1 0.2 0.3 -0.022
C 0.89316 2.14865 2.06377 -0.4 0.0 0.5 -0.148
O 1.59646 1.71335 0.92988 0.3 -0.2 -0.4 -0.114
C 2.45562 0.60174 1.12971 0.1 -0.2 0.0 -0.252
C 1.73324 -0.72107 0.96559 0.0 0.0 0.3 -0.189
C 1.72792 -1.67619 1.96731 0.1 0.3 -0.2 -0.034
C 1.06026 -2.88001 1.80730 -0.2 -0.4 0.0 -0.014
C 0.37663 -3.14026 0.62621 0.1 0.1 0.0 -0.273
O -0.32125 -4.28059 0.36126 0.1 0.3 -0.2 -0.085
C -0.35652 -5.28932 1.34077 0.0 -0.2 0.2 -0.093
C 0.38636 -2.18245 -0.38997 -0.1 -0.1 0.0 0.014
C 1.06137 -0.99426 -0.22214 0.0 -0.2 0.1 -0.023
C 3.58344 0.65190 0.12141 0.0 0.2 0.2 -0.169
C 4.71924 -0.11613 0.32341 -0.2 0.2 0.0 -0.021
C 5.75349 -0.12115 -0.59644 0.3 -0.1 -0.2 -0.016
C 5.66009 0.65324 -1.74734 -0.2 0.1 0.0 -0.278
O 6.61404 0.72954 -2.71895 -0.3 0.2 0.0 -0.087
C 7.79228 -0.02166 -2.56349 0.2 -0.1 0.0 -0.095
C 4.51646 1.42465 -1.95391 0.2 -0.1 -0.1 0.007
C 3.49175 1.42002 -1.03205 0.0 0.0 0.1 -0.018
C -4.35444 2.07307 -1.27321 -0.1 -0.1 0.0 -0.047
C -4.99077 1.27166 -2.19596 -0.1 -0.2 -0.1 0.001
H -6.87090 -2.41812 -3.47819 0.0 0.0 0.1 0.092
H -7.15754 -2.07141 -1.75540 0.0 0.0 0.0 0.095
H -5.57028 -2.69253 -2.29305 0.0 0.0 0.0 0.095
H -5.42264 -1.48220 -0.27115 0.0 -0.1 0.0 0.102
H -4.31380 -0.05143 1.34063 0.0 0.0 0.1 0.111
H -3.60348 2.19969 2.01589 0.0 0.1 -0.1 0.123
H -3.58050 3.52260 0.83568 -0.1 -0.1 0.1 0.123
H -0.25767 2.80198 -0.33663 0.1 0.0 -0.1 0.074
H -1.68519 2.22684 -1.21765 0.0 0.0 0.0 0.088
H -1.65912 3.86852 -0.52969 0.0 0.1 -0.1 0.091
H -0.80233 0.59081 0.47298 -0.1 0.0 0.0 0.109
H -2.10139 0.42517 1.65520 0.0 0.0 0.0 0.117
H 0.01878 0.30504 2.81407 -0.1 0.1 -0.1 0.139
H -1.42356 2.66706 3.20558 0.0 0.0 -0.1 0.086
H 1.56456 2.22252 2.93265 -0.1 0.0 -0.1 0.134
H 0.53458 3.15322 1.81988 0.0 0.0 0.1 0.129
H 2.88147 0.65289 2.14511 -0.1 0.0 -0.1 0.155
H 2.24896 -1.48597 2.89551 0.0 0.1 0.1 0.119
H 1.07936 -3.59873 2.61141 0.0 -0.1 0.0 0.102
H 0.64610 -5.66756 1.56549 0.0 0.0 0.0 0.095
H -0.95577 -6.09286 0.91527 0.0 0.0 0.1 0.092
H -0.82775 -4.93775 2.26450 0.0 0.0 0.0 0.095
H -0.14328 -2.40026 -1.30396 -0.1 0.0 -0.1 0.120
H 1.07618 -0.26084 -1.01427 0.0 0.1 -0.1 0.125
H 4.80238 -0.72383 1.21327 0.0 -0.1 0.1 0.119
H 6.62281 -0.72962 -0.40250 0.1 0.0 0.0 0.101
H 8.39753 0.19360 -3.44283 0.0 -0.1 0.1 0.092
H 8.34351 0.27475 -1.66491 0.0 0.0 0.0 0.095
H 7.58326 -1.09583 -2.52346 0.0 0.0 0.0 0.095
H 4.45688 2.02134 -2.85048 0.0 0.1 -0.1 0.118
H 2.61360 2.02481 -1.19124 -0.1 0.1 0.0 0.114
H -4.07787 3.08002 -1.55019 0.0 0.1 0.0 0.113
H -5.20560 1.62815 -3.19115 0.0 0.0 -0.1 0.118
```
Forces are in eV/Å.

Values from the calculation:
Kohn-Sham gap = 8.735 eV
highest occupied orbital energy = -8.08 eV
energy above the lowest of the compared OMol25 structures with the same formula, charge and spin = 0.330 eV
maximum force = 0.6 eV/A

=====

Entry from the OMol25 dataset: C27H34Cl2F3KLiMgN5O13 as an isolated structure at a distorted geometry (wB97M-V/def2-TZVPD).

```
87
Properties=species:S:1:pos:R:3:forces:R:3:lowdin_charge:R:1
C 3.80483 0.67162 0.49748 -0.5 0.3 -0.2 -0.071
C 3.17714 -0.25343 -0.56628 0.4 -0.4 1.3 -0.171
C 1.94925 -0.99259 0.00766 1.0 1.6 -1.1 -0.294
F 2.41041 -1.72943 1.06643 -0.3 -0.3 0.2 0.030
C 0.87454 -0.00026 0.40202 -0.4 -0.7 0.8 -0.050
C 0.72891 1.21036 -0.27245 0.1 -0.1 -0.1 0.077
C -0.24977 2.11916 0.07042 0.3 0.3 -0.2 -0.034
C -0.46966 3.45655 -0.62771 0.0 0.6 -1.4 -0.695
O 0.30594 4.40348 -0.38010 0.4 -0.2 0.6 -0.009
O -1.48182 3.52956 -1.35100 -0.1 -0.5 0.1 0.025
C -1.10354 1.85932 1.12374 -0.5 0.5 -0.1 -0.039
C -2.06154 2.97419 1.33515 -1.0 0.1 0.6 -0.366
O -3.21840 2.93482 1.07638 -0.4 -0.1 0.2 0.186
N -1.44764 4.20633 1.83886 1.1 -0.1 0.4 0.181
C -0.78826 3.98770 3.05277 -0.8 0.4 0.6 -0.527
O -1.29066 4.09452 4.12601 -0.1 -0.1 0.2 0.147
F 0.51122 3.68757 2.97077 0.2 0.1 -0.4 0.142
C -1.00517 0.68803 1.82266 0.3 -0.2 -0.5 -0.020
C -0.02877 -0.24762 1.44908 0.0 -0.1 0.0 -0.013
C -0.19810 -1.42605 2.35658 0.3 0.6 -0.5 -0.372
O 0.33758 -2.48661 2.45859 -0.1 -0.3 0.1 0.136
N -1.30318 -1.08002 3.18994 -0.8 -1.0 1.1 0.124
C -1.79996 0.20809 2.98113 0.9 0.5 -0.6 -0.385
O -2.64382 0.75603 3.63296 -0.3 -0.1 0.2 0.134
H 4.87509 0.52033 0.59343 0.1 0.2 -0.2 0.074
H 3.57357 1.70826 0.25381 0.3 0.2 0.0 0.074
H 3.37288 0.50628 1.48030 0.0 -0.2 0.1 0.046
H 3.91364 -1.03246 -0.75349 -0.1 -0.1 -0.5 0.115
H 2.93389 0.26985 -1.48213 0.1 -0.1 -0.2 0.090
H 1.58794 -1.60922 -0.80447 -0.2 -0.6 0.4 0.109
H 1.38315 1.48040 -1.08589 0.1 -0.1 0.0 0.132
H -0.68652 4.45259 1.17854 -0.2 0.2 -0.3 0.101
H -1.22944 -1.41968 4.14148 0.1 0.2 0.1 0.152
C -3.19161 -0.50730 -5.24647 0.1 0.0 -0.6 -0.203
C -3.23778 -1.71610 -4.56243 0.0 0.1 -0.2 -0.066
C -2.16854 -2.08858 -3.76243 -0.1 0.0 0.2 0.020
C -1.07488 -1.25316 -3.66992 -0.4 -0.2 -0.1 -0.147
C -1.00334 -0.05257 -4.34387 0.0 0.6 -0.2 -0.008
C -2.07088 0.33356 -5.13832 -0.1 -0.3 -0.2 -0.141
N 0.06195 -1.64372 -2.81394 -0.3 0.4 -0.5 -0.311
O -0.01623 -2.69412 -2.21518 -0.2 0.2 0.3 0.069
O 0.98324 -0.86317 -2.77541 0.2 -0.1 0.1 0.094
H -4.04278 -0.21325 -5.87021 -0.2 0.1 0.3 0.093
H -4.10000 -2.36231 -4.65172 0.0 0.0 0.0 0.114
H -2.19173 -3.02682 -3.22850 0.1 0.0 0.0 0.130
H -0.13369 0.57956 -4.25497 0.0 -0.1 0.1 0.135
H -2.03174 1.28081 -5.67345 -0.1 0.2 0.2 0.107
Li -2.52569 -0.41939 -7.42693 -0.3 0.1 2.1 0.756
K -0.98813 -1.08210 -9.50417 1.2 -0.5 -0.6 0.993
O -2.70722 6.31692 -0.51978 -0.4 0.5 0.3 -0.213
H -1.90525 5.87272 -0.86788 0.0 0.2 0.0 -0.048
N -3.58671 -3.26619 3.57277 -0.1 0.0 0.0 0.331
H -4.54707 -2.97730 3.37994 0.0 0.0 0.0 0.160
H -3.30484 -3.99079 2.90965 0.1 0.0 0.0 0.162
H -2.95524 -2.45346 3.47383 0.3 0.2 -0.2 0.108
H -3.52636 -3.63365 4.52382 0.0 0.0 0.0 0.161
C -3.67520 6.64433 3.65207 -0.5 -0.4 0.7 -0.871
Cl -3.95566 7.38148 5.20621 0.0 0.0 -0.1 0.598
Cl -3.09010 7.87890 2.43663 0.7 -0.5 0.3 0.453
H -2.89731 5.88681 3.73031 0.2 0.2 -0.3 0.018
H -4.59644 6.21855 3.27476 0.0 0.1 -0.2 0.052
C 1.80998 -4.08443 -3.77134 0.2 0.0 -0.2 -0.042
O 2.65630 -5.24255 -3.88227 0.0 0.1 0.0 0.018
C 2.23951 -6.15081 -4.75152 0.1 0.0 0.1 -0.627
O 1.23800 -6.09605 -5.42170 0.0 0.0 0.0 0.109
O 3.12158 -7.15424 -4.75423 0.0 0.0 0.0 0.004
C 2.80001 -8.21824 -5.64873 0.1 -0.2 -0.1 -0.045
H 2.26184 -3.43860 -3.02430 0.1 -0.2 0.0 0.088
H 1.75046 -3.55094 -4.72168 -0.2 -0.1 0.1 0.081
H 0.82031 -4.37911 -3.43976 0.0 -0.1 -0.1 0.082
H 2.77000 -7.86150 -6.67674 -0.1 0.0 0.0 0.094
H 1.84912 -8.67469 -5.37939 -0.1 0.1 -0.1 0.096
H 3.58943 -8.95773 -5.55202 0.1 0.1 0.1 0.094
F 0.30332 -1.82668 -5.51459 -0.4 0.2 -0.9 -0.533
Mg -4.06449 9.42623 1.01623 0.2 -0.5 -0.9 0.904
C 2.26446 -0.28694 5.60541 -0.1 0.0 -0.1 0.000
C 2.30093 0.77877 4.53531 0.0 0.1 -0.1 -0.522
O 2.05691 0.52323 3.36130 -0.2 -0.1 0.2 0.035
N 2.61512 2.03767 4.91025 0.0 -0.2 0.1 0.021
C 2.93336 2.52987 6.23865 0.0 0.2 -0.4 -0.063
H 2.00136 -1.23481 5.14343 0.0 0.0 -0.1 0.078
H 3.24158 -0.39055 6.07670 0.0 0.0 0.1 0.089
H 1.51716 -0.04385 6.36261 0.1 0.0 0.1 0.084
H 2.61986 2.69449 4.14491 0.0 0.0 0.0 0.133
H 2.21967 3.30649 6.51716 0.0 0.0 0.1 0.086
H 3.93382 2.96352 6.23511 0.0 0.0 0.1 0.087
H 2.89582 1.73414 6.97409 0.0 0.0 0.0 0.073
```
Forces are in eV/Å.

Values from the calculation:
Kohn-Sham gap = 3.439 eV
highest occupied orbital energy = -11.00 eV
maximum force = 2.1 eV/A
charge = +2